(1)
A cluster of 3 separate species, C21H43BFN3O11 in total in a non-equilibrium geometry. Source: the Open Molecules 2025 dataset; level of theory: wB97M-V/def2-TZVPD.

Last column: Mulliken charge in e.
CARTESIAN COORDINATES (ANGSTROEM)
C1 0.358 2.745 3.649  -0.987
C2 1.383 1.636 3.497  -0.038
O1 0.801 0.478 2.950  -0.547
C3 2.667 2.051 2.782  -1.237
C4 2.469 2.586 1.381  2.386
C5 2.173 4.068 1.330  -1.022
O2 2.058 4.760 2.313  -0.578
N1 2.090 4.619 -0.022  0.070
C6 2.770 5.832 -0.205  0.612
O3 3.444 6.084 -1.176  -0.533
F1 2.648 6.792 0.741  -0.220
O4 1.536 1.887 0.619  -0.882
B1 2.327 0.661 0.091  1.308
C7 1.876 0.446 -1.493  0.110
O5 1.918 -0.733 -1.970  -0.784
O6 1.511 1.445 -2.158  -0.649
O7 3.776 1.013 0.353  -0.790
C8 3.705 2.415 0.411  -0.242
C9 5.003 3.121 0.774  -1.819
H1 0.031 3.158 2.702  -0.038
H2 0.737 3.510 4.317  0.330
H3 -0.510 2.301 4.141  0.476
H4 1.666 1.339 4.508  0.424
H5 0.198 0.742 2.254  0.372
H6 3.352 1.212 2.781  0.365
H7 3.133 2.829 3.390  0.393
H8 1.119 4.698 -0.300  0.304
H9 2.062 -0.290 0.815  -0.428
H10 3.441 2.681 -0.608  0.616
H11 5.691 2.488 1.328  0.402
H12 5.519 3.380 -0.147  0.391
H13 4.859 4.059 1.311  0.309
C10 3.015 -5.525 -7.368  -0.719
O8 3.318 -5.561 -5.993  -0.334
C11 3.915 -4.358 -5.496  -0.785
C12 2.978 -3.591 -4.588  -0.164
N2 1.875 -3.002 -5.334  -0.380
C13 0.804 -2.466 -4.482  -0.634
C14 0.062 -3.428 -3.571  -0.426
O9 -0.772 -4.386 -4.244  -0.456
C15 -0.103 -5.528 -4.719  -0.540
H14 2.745 -6.537 -7.673  0.227
H15 2.167 -4.865 -7.579  0.295
H16 3.880 -5.201 -7.958  0.334
H17 4.270 -3.727 -6.316  0.406
H18 4.786 -4.665 -4.909  0.378
H19 3.533 -2.791 -4.092  0.395
H20 2.627 -4.287 -3.814  0.137
H21 1.483 -3.701 -5.951  0.109
H22 0.069 -2.009 -5.151  0.299
H23 1.220 -1.659 -3.866  0.433
H24 -0.616 -2.826 -2.966  0.353
H25 0.727 -3.937 -2.865  0.336
H26 0.729 -5.816 -4.070  0.264
H27 0.261 -5.383 -5.742  0.159
H28 -0.822 -6.352 -4.743  0.289
C16 -6.444 -1.306 4.741  -0.707
O10 -6.128 -1.114 3.379  -0.327
C17 -6.845 -0.057 2.754  -0.816
C18 -5.941 1.118 2.438  -0.170
N3 -5.524 1.810 3.651  -0.346
C19 -4.451 2.787 3.454  -1.124
C20 -3.101 2.299 2.935  -0.109
O11 -2.379 1.496 3.844  -0.355
C21 -2.731 0.125 3.865  -0.767
H29 -5.983 -2.241 5.055  0.238
H30 -6.047 -0.501 5.368  0.289
H31 -7.527 -1.382 4.891  0.334
H32 -7.702 0.256 3.358  0.408
H33 -7.229 -0.456 1.810  0.390
H34 -6.484 1.820 1.797  0.367
H35 -5.087 0.731 1.870  0.184
H36 -5.209 1.125 4.325  0.120
H37 -4.276 3.259 4.425  0.432
H38 -4.820 3.571 2.784  0.409
H39 -2.480 3.185 2.778  0.263
H40 -3.174 1.804 1.960  0.337
H41 -3.037 -0.235 2.880  0.357
H42 -3.520 -0.072 4.600  0.192
H43 -1.845 -0.431 4.174  0.348

Results
Max |F| ... 0.047 Eh/bohr
Frontier orbital gap ... 3.42 eV
Net charge ... -2



(2)
A structure of composition C21H43BiN2OP3 in a non-equilibrium geometry. Source: the Open Molecules 2025 dataset; level of theory: wB97M-V/def2-TZVPD.

Last column: Mulliken charge in e.
CARTESIAN COORDINATES (ANGSTROEM)
Bi1 -0.094 0.301 -0.268  1.202
P1 1.946 0.980 1.811  0.496
P2 -0.940 2.788 -1.162  0.763
P3 2.182 -0.642 -1.611  0.587
H1 -1.259 -4.027 0.951  0.132
C1 -0.273 -4.488 1.173  -0.528
C2 0.498 -4.039 2.151  -0.448
H2 0.145 -3.292 2.878  0.295
C3 1.293 1.439 3.461  -1.235
C4 3.009 2.419 1.386  -1.158
C5 3.139 -0.361 2.205  -1.072
C6 -2.148 2.636 -2.506  -1.270
C7 -1.737 3.889 0.046  -1.281
C8 0.391 3.813 -1.871  -1.192
C9 2.593 -2.319 -1.011  -0.988
C10 3.752 0.283 -1.620  -1.249
C11 1.769 -0.885 -3.368  -0.978
H3 0.113 -5.155 0.376  0.349
H4 1.545 -4.367 2.251  0.314
H5 0.714 0.597 3.875  0.304
H6 0.629 2.315 3.363  0.334
H7 2.140 1.680 4.129  0.546
H8 2.365 3.276 1.126  0.304
H9 3.650 2.175 0.524  0.283
H10 3.630 2.680 2.259  0.448
H11 2.587 -1.314 2.282  0.206
H12 3.617 -0.133 3.172  0.516
H13 3.906 -0.448 1.417  0.320
H14 -2.345 3.625 -2.948  0.498
H15 -3.093 2.229 -2.120  0.386
H16 -1.781 1.965 -3.293  0.325
H17 -2.174 4.753 -0.473  0.467
H18 -1.006 4.257 0.782  0.390
H19 -2.536 3.360 0.583  0.369
H20 -0.027 4.767 -2.227  0.443
H21 0.859 3.297 -2.721  0.391
H22 1.161 4.026 -1.116  0.330
H23 3.062 -2.880 -1.834  0.515
H24 1.682 -2.847 -0.687  0.027
H25 3.287 -2.257 -0.159  0.394
H26 4.373 -0.094 -2.448  0.476
H27 4.291 0.158 -0.670  0.384
H28 3.557 1.355 -1.783  0.365
H29 2.580 -1.461 -3.842  0.515
H30 1.674 0.097 -3.857  0.396
H31 0.817 -1.432 -3.480  0.106
C12 -1.628 -1.861 -1.822  1.157
C13 -2.537 -1.013 -2.471  -0.783
C14 -2.703 -1.209 -3.846  -0.680
C15 -2.091 -2.280 -4.493  -0.706
C16 -1.338 -3.186 -3.755  -0.514
C17 -1.143 -3.025 -2.396  -0.779
O1 -0.819 -1.584 -0.858  -0.649
H32 -1.664 -0.360 0.361  0.457
H33 -3.070 -0.182 -1.988  0.770
H34 -3.311 -0.529 -4.456  0.436
H35 -2.186 -2.430 -5.569  0.442
H36 -0.904 -4.043 -4.242  0.463
H37 -0.565 -3.712 -1.788  0.249
C18 -2.979 1.270 4.726  -0.839
N1 -2.494 0.453 3.617  0.180
C19 -2.482 -0.955 3.680  -0.824
C20 -1.964 -1.371 2.383  -0.550
N2 -1.783 -0.176 1.652  0.274
C21 -2.070 0.886 2.442  -0.501
H38 -4.057 1.468 4.630  0.359
H39 -2.799 0.771 5.677  0.337
H40 -2.455 2.242 4.726  0.347
H41 -2.762 -1.531 4.450  0.544
H42 -1.760 -2.292 2.051  0.713
H43 -1.975 1.931 2.165  0.322

Results
Max |F| ... 0.157 Eh/bohr
Frontier orbital gap ... 5.79 eV
Net charge ... +3



(3)
A cluster of 3 separate species, C21H43Br2N8O6P2 in total in a non-equilibrium geometry. Source: the Open Molecules 2025 dataset; level of theory: wB97M-V/def2-TZVPD.

Last column: Mulliken charge in e.
CARTESIAN COORDINATES (ANGSTROEM)
C1 -2.773 4.195 -3.332  -1.429
C2 -1.442 4.121 -4.054  0.707
Br1 0.122 4.003 -2.949  -0.072
C3 -1.326 4.133 -5.377  0.045
Br2 -2.935 4.321 -6.420  -0.066
O1 -0.115 4.040 -6.032  -0.379
C4 0.031 2.829 -6.718  -0.229
O2 -0.102 2.746 -7.901  -0.420
C5 0.455 1.662 -5.829  0.798
C6 1.610 1.819 -5.062  -0.491
C7 2.039 0.788 -4.279  -0.531
N1 1.328 -0.345 -4.233  0.151
C8 0.231 -0.527 -4.952  -0.303
C9 -0.252 0.455 -5.788  0.631
O3 -1.352 0.132 -6.500  -0.439
N2 -2.415 1.137 -6.427  0.390
O4 -3.056 1.044 -7.371  -0.318
H1 -2.650 4.058 -2.252  0.331
H2 -3.309 5.127 -3.538  0.438
H3 -3.419 3.369 -3.663  0.425
H4 2.198 2.731 -5.044  0.581
H5 2.940 0.826 -3.675  0.421
H6 1.649 -1.113 -3.653  0.314
H7 -0.279 -1.483 -4.871  0.405
O5 -3.019 2.033 -0.562  -0.793
P1 -2.737 0.594 -0.189  1.008
N3 -2.538 0.023 -1.824  0.077
C10 -2.872 -1.280 -2.364  -0.731
C11 -1.446 0.632 -2.553  0.209
N4 -4.312 0.230 0.393  0.272
C12 -5.141 -0.855 -0.095  -1.224
C13 -5.162 1.357 0.768  -1.019
N5 -2.154 -0.905 0.507  -0.060
C14 -2.337 -0.979 1.984  -1.080
C15 -0.699 -1.116 0.302  -1.081
H8 -2.239 -2.097 -1.988  0.289
H9 -2.772 -1.274 -3.455  0.294
H10 -3.910 -1.547 -2.193  0.207
H11 -0.465 0.217 -2.260  0.072
H12 -1.411 1.707 -2.377  -0.043
H13 -1.561 0.505 -3.630  -0.414
H14 -5.581 -0.623 -1.074  0.303
H15 -5.964 -1.048 0.598  0.429
H16 -4.592 -1.795 -0.150  0.344
H17 -5.615 1.836 -0.107  0.292
H18 -4.597 2.105 1.320  0.344
H19 -5.962 1.024 1.432  0.313
H20 -1.833 -0.155 2.495  0.376
H21 -1.933 -1.919 2.362  0.385
H22 -3.384 -0.965 2.266  0.326
H23 -0.113 -0.263 0.652  0.379
H24 -0.456 -1.292 -0.747  0.074
H25 -0.360 -2.004 0.833  0.483
O6 1.524 -1.569 3.075  -0.703
P2 2.846 -1.288 3.760  0.792
N6 3.308 -2.942 3.980  0.053
C16 4.074 -3.517 5.071  -0.770
C17 3.488 -3.707 2.749  -0.947
N7 2.170 -0.654 5.213  0.214
C18 2.455 -1.155 6.544  -1.218
C19 0.788 -0.192 5.159  -1.009
N8 4.415 -0.673 4.255  -0.091
C20 4.443 0.804 4.435  -1.053
C21 5.486 -0.954 3.266  -1.050
H26 5.126 -3.204 5.092  0.289
H27 4.068 -4.606 5.001  0.381
H28 3.636 -3.307 6.041  0.187
H29 4.442 -3.484 2.251  0.271
H30 2.688 -3.494 2.038  0.154
H31 3.452 -4.780 2.941  0.413
H32 1.938 -2.102 6.742  0.315
H33 2.129 -0.435 7.300  0.414
H34 3.525 -1.278 6.712  0.362
H35 0.075 -1.025 5.212  0.295
H36 0.598 0.369 4.246  0.276
H37 0.582 0.490 5.987  0.381
H38 4.153 1.328 3.520  0.348
H39 5.446 1.127 4.718  0.412
H40 3.785 1.130 5.234  0.296
H41 5.221 -0.600 2.266  0.354
H42 5.709 -2.018 3.204  0.246
H43 6.417 -0.476 3.566  0.399

Results
Max |F| ... 0.150 Eh/bohr
Frontier orbital gap ... 5.28 eV
Net charge ... +1